[1]
The molecule C10H11ClOS in a non-equilibrium geometry. Source: the Open Molecules 2025 dataset; level of theory: ωB97M-V/def2-TZVPD.

Summary:
- LUMO level (alpha / beta): 0.00040 / 0.00039 hartree
- Multiplicity: 1
- Frontier orbital gap (alpha / beta): 8.4 / 8.4 eV
- ΔE to the lowest compared entry with this formula, charge and spin: 28.97 kcal/mol

Atoms and positions in Å:
C1 3.4297 1.9870 -0.1562
C2 4.4361 1.1562 -0.4112
C3 2.1953 1.4322 0.1196
C4 4.3665 -0.2571 -0.2702
C5 2.0121 0.0870 0.1913
C6 3.1180 -0.7605 0.0250
C7 -1.4528 -1.2246 0.1889
C8 -2.3267 -0.3969 -0.1884
C9 -4.8215 -0.4418 0.3322
C10 -3.7281 -0.7398 -0.6215
O1 -0.0449 0.6842 1.6666
S1 0.4089 -0.5631 1.0363
Cl1 2.8400 -2.4759 0.2257
H1 3.6918 3.0532 -0.3021
H2 5.4252 1.5920 -0.5018
H3 1.3500 2.1345 0.1138
H4 5.1648 -0.9287 -0.6374
H5 -1.5221 -2.3042 -0.0661
H6 -2.0615 0.6649 -0.0903
H7 -5.8073 -0.7719 -0.0233
H8 -4.7114 0.6479 0.5164
H9 -4.6346 -0.8560 1.2613
H10 -3.8249 0.0219 -1.4015
H11 -3.5026 -1.7405 -1.0070

***

[2]
The molecule C19H36N4O3. Source: the Open Molecules 2025 dataset; level of theory: ωB97M-V/def2-TZVPD.

Summary:
- LUMO level: 0.02538 hartree
- Multiplicity: 1
- SMILES string: CC(C)CCN1CCNC(=O)[C@@H]1CC(=O)N(C)CCCN1CCOCC1
- Frontier orbital gap: 9.4 eV
- ΔE to the lowest compared entry with this formula, charge and spin: 29.16 kcal/mol

Atoms and positions in Å:
C1 2.2323 -0.5967 -2.5426
H1 2.2630 0.1107 -1.7153
H2 1.3750 -0.3637 -3.1678
H3 3.1319 -0.4589 -3.1383
C2 2.1652 -2.0299 -2.0193
C3 2.2006 -3.0245 -3.1770
H4 1.3973 -2.8218 -3.8797
H5 3.1458 -2.9452 -3.7093
H6 2.0988 -4.0444 -2.8118
C4 0.9438 -2.2516 -1.1156
H7 0.9250 -1.4517 -0.3694
H8 1.0743 -3.1930 -0.5750
C5 -0.3997 -2.2835 -1.8622
N1 -1.5758 -2.0851 -1.0296
C6 -1.6976 -3.0334 0.0532
C7 -3.1372 -2.9844 0.5493
N2 -3.4006 -1.6408 1.0009
C8 -2.7960 -0.5453 0.5205
O1 -3.0421 0.5621 0.9717
C9 -1.7847 -0.7107 -0.6111
C10 -2.2935 0.1340 -1.8061
C11 -1.2098 0.8790 -2.5708
O2 -0.8497 0.4845 -3.6704
N3 -0.6869 1.9957 -2.0199
C12 -0.9570 2.5062 -0.6950
H9 -1.8366 2.0214 -0.2741
H10 -1.1673 3.5785 -0.7736
C13 0.2246 2.2832 0.2601
H11 1.0196 3.0071 0.0787
H12 0.6401 1.2908 0.0771
C14 -0.2305 2.3953 1.7148
N4 0.8445 2.0566 2.6358
C15 0.6493 2.6400 3.9531
C16 1.8621 2.3211 4.8271
H13 1.7210 2.7048 5.8389
O3 2.0561 0.9321 4.9537
C17 2.2181 0.3460 3.6849
C18 1.0159 0.6212 2.7825
H14 1.2007 0.1735 1.8048
H15 0.1143 0.1537 3.2201
H16 2.3380 -0.7257 3.8543
H17 3.1237 0.7448 3.2028
H18 2.7561 2.7818 4.3803
H19 0.5532 3.7227 3.8506
H20 -0.2610 2.2463 4.4392
H21 -0.5253 3.4298 1.9062
H22 -1.1172 1.7612 1.8748
C19 0.2969 2.7399 -2.7782
H23 0.0244 3.7962 -2.7946
H24 0.3118 2.3496 -3.7937
H25 1.2921 2.6338 -2.3432
H26 -2.7633 -0.5509 -2.5141
H27 -3.0466 0.8435 -1.4614
H28 -0.8556 -0.2592 -0.2229
H29 -4.1002 -1.4880 1.7133
H30 -3.2893 -3.6787 1.3790
H31 -3.8142 -3.2539 -0.2703
H32 -1.4698 -4.0286 -0.3320
H33 -1.0202 -2.8187 0.8986
H34 -0.4192 -1.5220 -2.6383
H35 -0.5224 -3.2560 -2.3464
H36 3.0539 -2.2010 -1.3974

***

[3]
The ion C4H9NO2S with charge +1 in a non-equilibrium geometry. Source: the Open Molecules 2025 dataset; level of theory: ωB97M-V/def2-TZVPD.

Summary:
- LUMO level (alpha / beta): -0.14893 / -0.33798 hartree
- Charge: +1
- Multiplicity: 2
- Frontier orbital gap (alpha / beta): 9.2 / 4.0 eV
- ΔE to the lowest compared entry with this formula, charge and spin: 12.02 kcal/mol

Atoms and positions in Å:
O1 -0.0676 0.7817 -2.5156
C1 0.2287 -0.1903 -1.8720
O2 0.7530 -1.2999 -2.3888
C2 0.2712 -0.2788 -0.3343
C3 -0.4415 0.9387 0.2264
C4 -0.4850 0.9038 1.7743
S1 1.1885 1.2207 2.5093
N1 -0.3524 -1.5127 0.1275
H1 0.6304 -1.3841 -3.3334
H2 1.3463 -0.2694 -0.1204
H3 0.0060 1.8970 -0.0276
H4 -1.4655 0.9844 -0.1558
H5 -1.1354 1.6772 2.1842
H6 -0.7946 -0.0571 2.1844
H7 1.8293 0.2632 1.7933
H8 -1.2851 -1.4474 0.5195
H9 -0.2263 -2.2269 -0.5713

***

[4]
The molecule CH2N4O in a non-equilibrium geometry. Source: the Open Molecules 2025 dataset; level of theory: ωB97M-V/def2-TZVPD.

Summary:
- LUMO level: 0.01391 hartree
- Multiplicity: 1
- SMILES string: [H]/N=c1\nn[nH]o1
- Frontier orbital gap: 9.9 eV
- ΔE to the lowest compared entry with this formula, charge and spin: 74.92 kcal/mol

Atoms and positions in Å:
C1 0.1812 0.5970 0.3844
H1 0.8236 1.9092 1.4568
H2 -1.1077 -1.5866 -1.5470
N1 0.1188 1.8484 0.7083
N2 0.5893 -0.6299 0.8098
N3 0.1726 -1.4608 0.0730
N4 -0.4326 -1.0092 -1.0149
O1 -0.3452 0.3319 -0.8703

***

[5]
The molecule C2H5N3O2 in a non-equilibrium geometry. Source: the Open Molecules 2025 dataset; level of theory: ωB97M-V/def2-TZVPD.

Summary:
- LUMO level: 0.02594 hartree
- Multiplicity: 1
- SMILES string: [H]/N=C(\N)OC(N)=O
- Frontier orbital gap: 10.4 eV
- ΔE to the lowest compared entry with this formula, charge and spin: 42.03 kcal/mol

Atoms and positions in Å:
C1 1.0242 0.0708 -0.1528
C2 -1.2712 0.0290 0.3142
H1 1.6884 -1.6767 0.3070
H2 2.8581 -0.6989 0.3892
H3 2.1473 1.6785 -0.0647
H4 -3.2773 0.3687 0.0093
H5 -2.4935 -0.1918 -1.4128
N1 1.8513 -0.6966 0.6158
N2 1.2695 1.2574 -0.5853
N3 -2.4783 -0.2887 -0.3239
O1 -0.1739 -0.5724 -0.3127
O2 -1.1445 0.7208 1.2166

***

[6]
A structure of composition C36H31ClFN6O5RhS in a non-equilibrium geometry. Source: the Open Molecules 2025 dataset; level of theory: ωB97M-V/def2-TZVPD.

Summary:
- LUMO level: -0.18934 hartree
- Charge: +2
- Multiplicity: 1
- Frontier orbital gap: 6.0 eV
- ΔE to the lowest compared entry with this formula, charge and spin: 31.91 kcal/mol

Atoms and positions in Å:
Rh1 1.6068 1.2235 1.8431
F1 -3.8325 2.4534 -2.1350
C1 -3.1890 1.2857 -1.9313
C2 -2.2965 1.2171 -0.9011
C3 -1.5809 0.0440 -0.6471
C4 -0.6115 -0.0254 0.4304
O1 -0.3214 1.0115 1.0858
C5 -0.0926 -1.3245 0.6951
C6 -0.3636 -2.3605 -0.1439
N1 -1.0984 -2.2328 -1.2710
C7 -1.0017 -3.2607 -2.2885
C8 0.3714 -3.7199 -2.6768
C9 -0.4210 -2.8697 -3.6178
C10 -1.7982 -1.0610 -1.4887
C11 -2.7306 -0.9718 -2.5269
C12 -3.4379 0.1955 -2.7846
N2 -4.3644 0.2323 -3.8346
C13 -4.0864 -0.4047 -5.1087
C14 -5.2843 -1.3026 -5.4595
N3 -6.5082 -0.6898 -4.8421
C15 -6.4578 0.8017 -4.9271
C16 -5.3558 1.2946 -3.9711
C17 0.7748 -1.6303 1.9000
O2 0.6735 -2.7202 2.4247
O3 1.5913 -0.7089 2.2848
H1 -2.1275 2.0880 -0.2822
H2 0.0405 -3.3415 0.0662
H3 -1.7931 -4.0002 -2.2567
H4 0.5069 -4.7662 -2.9079
H5 1.2188 -3.2666 -2.1814
H6 -0.8267 -3.3210 -4.5128
H7 -0.1185 -1.8378 -3.7375
H8 -2.9126 -1.8494 -3.1294
H9 -3.1753 -0.9933 -5.0667
H10 -3.9438 0.3566 -5.8840
H11 -5.1644 -2.3036 -5.0492
H12 -5.4232 -1.3747 -6.5368
H13 -6.5229 -0.9354 -3.8500
H14 -7.3545 -1.0593 -5.2756
H15 -7.4207 1.2203 -4.6433
H16 -6.2577 1.0739 -5.9616
H17 -5.7822 1.5038 -2.9919
H18 -4.9346 2.2258 -4.3619
Cl1 5.1698 4.9317 -3.3716
C18 4.2778 3.8061 -2.4201
C19 4.3518 2.4318 -2.7246
C20 3.6625 1.5188 -1.9790
C21 2.8543 1.9042 -0.8700
O4 2.1870 0.9999 -0.2490
C22 2.8177 3.3089 -0.5571
C23 2.0975 3.8047 0.5581
O5 1.5725 3.1670 1.4868
C24 3.5161 4.2297 -1.3705
H19 4.9580 2.1073 -3.5596
H20 3.6991 0.4622 -2.2080
H21 2.0056 4.8954 0.6188
H22 3.4704 5.2865 -1.1373
N4 2.6209 -0.5091 5.5324
C25 1.5321 -0.9751 6.2790
C26 1.7086 -1.9716 7.2309
C27 0.6208 -2.4814 7.9165
C28 -0.6547 -1.9954 7.6680
C29 -0.8340 -0.9794 6.7460
C30 0.2545 -0.4673 6.0577
S1 0.0106 0.8297 4.9010
N5 1.4885 1.0612 4.2168
C31 2.5635 0.3786 4.5128
C32 3.7393 0.6154 3.6994
C33 5.0228 0.1820 4.0280
C34 6.1026 0.5977 3.2779
C35 5.8811 1.4438 2.1987
C36 4.5772 1.7524 1.8725
N6 3.5302 1.3349 2.5807
H23 3.4926 -0.9881 5.6735
H24 2.7038 -2.3537 7.4270
H25 0.7640 -3.2704 8.6410
H26 -1.5021 -2.4117 8.1932
H27 -1.8182 -0.5774 6.5415
H28 5.1902 -0.4539 4.8848
H29 7.1038 0.2776 3.5302
H30 6.6997 1.8433 1.6195
H31 4.3686 2.3678 1.0089

***

| no. | electronic energy (eV) |
| --- | --- |
| 1 | -35949.36306 |
| 2 | -32390.72588 |
| 3 | -20705.31092 |
| 4 | -9073.04929 |
| 5 | -10719.98778 |
| 6 | -86083.38329 |